Record 1
Computed, not measured: C6H3F5IN2O2S4TcTe as an isolated structure, with ωB97M-V with the def2-TZVPD basis set.

Geometry (Å):
Tc 0.40389 0.11144 -0.40942
O -2.80197 -5.87904 -0.98372
C -2.31865 -4.83327 -0.73236
S -3.10746 -3.25376 -1.07059
C -1.77674 -2.26995 -0.56253
C -0.66792 -2.91060 -0.04746
S 0.76721 -2.07234 0.44342
S -0.70230 -4.63654 0.04593
S -1.85811 -0.54993 -0.71765
I -0.42683 2.12325 5.41540
C -0.14334 1.95730 3.36132
C 0.00276 3.00391 2.46056
N 0.16452 2.45763 1.25492
N 0.12251 1.11705 1.31252
C -0.05953 0.79383 2.59383
H 0.00719 4.06096 2.63394
H 0.26007 2.92309 0.35617
H -0.12115 -0.23089 2.91195
F 0.88319 -0.52766 -2.42299
Te 1.67116 1.32054 -2.63577
F 2.72731 2.84873 -2.80535
F 0.87779 1.38872 -4.32520
F 2.64316 0.70231 -1.00639
F 3.03630 0.36600 -3.49180
O 0.41693 1.98919 -1.57874

The HOMO-LUMO gap (alpha / beta) comes out at 6.447 / 6.177 eV. Its spin multiplicity is 4. As for the charge: +1. For the HOMO energy (alpha / beta), the calculation gives -11.78 / -12.59 eV. Its expectation value of S² is 3.77.


Record 2
Computed, not measured: C17H17ClN2O in the gas phase, with ωB97M-V with the def2-TZVPD basis set.

Geometry (Å):
C 1.86520 3.56424 -0.40177
C 0.99032 2.34999 -0.68119
C 0.30031 1.86919 0.59584
N -0.54114 0.70598 0.36999
C -1.83631 0.93856 -0.00211
O -2.22444 2.06604 -0.25147
C -2.70397 -0.24959 -0.10184
C -4.06197 -0.10024 -0.35699
C -4.87401 -1.20867 -0.49480
C -4.32388 -2.47887 -0.38989
C -2.97648 -2.64463 -0.13574
C -2.15470 -1.53032 0.02012
N -0.80053 -1.64946 0.21766
C -0.06343 -0.57986 0.84753
C 1.40294 -0.76759 0.51438
C 1.77518 -0.98636 -0.80704
C 3.10425 -1.15723 -1.14508
C 4.06973 -1.10768 -0.15058
Cl 5.73361 -1.31612 -0.56452
C 3.71488 -0.89763 1.17219
C 2.38036 -0.73099 1.49806
H 1.26810 4.37920 0.00003
H 2.64210 3.31680 0.31921
H 2.34236 3.90626 -1.31645
H 1.60028 1.54440 -1.09409
H 0.22010 2.60608 -1.40939
H 1.04111 1.62783 1.36112
H -0.34644 2.67193 0.96438
H -4.45285 0.90172 -0.44750
H -5.92859 -1.09014 -0.68962
H -4.95323 -3.34947 -0.50324
H -2.54969 -3.63440 -0.05441
H -0.45631 -2.57399 0.43109
H -0.18314 -0.61161 1.95823
H 1.01100 -1.02250 -1.56857
H 3.39347 -1.32422 -2.17059
H 4.47437 -0.86574 1.93720
H 2.10146 -0.57092 2.52983

The HOMO-LUMO gap comes out at 8.858 eV. The SMILES is CCCN1C(=O)c2ccccc2N[C@H]1c1ccc(Cl)cc1. For the HOMO energy, the calculation gives -8.23 eV.


Record 3
Computed, not measured: C4H7O3Tl as an isolated structure, with ωB97M-V with the def2-TZVPD basis set.

Geometry (Å):
O 0.49396 0.03220 0.35645
O -0.94335 -1.53173 -0.51897
O -1.14674 0.68289 -0.87088
C -0.72580 -0.40009 -0.28981
Tl 0.52857 2.38177 -1.51754
C 1.14689 -0.76637 1.09558
C 2.40204 -0.35461 1.66132
H 0.78121 -1.80095 1.15368
H 2.23590 -0.25643 2.75092
H 2.79563 0.56228 1.21178
H 3.09943 -1.20463 1.56220
C -2.44696 0.65574 -1.53193
H -3.20746 0.56886 -0.75113
H -2.51626 -0.17330 -2.24177
H -2.49706 1.60437 -2.06990

The HOMO-LUMO gap comes out at 10.649 eV. As for the charge: +2. For the HOMO energy, the calculation gives -20.43 eV.


F_max (eV Å⁻¹)
5.23; 0.51; 2.91
M (g/mol)
710.9; 300.8; 307.5
Energy relative to the best compared isomer or geometry (same formula, charge and spin) (kcal/mol)
12.7; 0.0; 0.0